2 unconnected molecules or ions with the total composition C5H14BN2O3. Source: OMol25; level of theory: ωB97M-V with the def2-TZVPD basis set.

The geometry in XYZ format:
```
25
Properties=species:S:1:pos:R:3:forces:R:3
N -4.962 0.695 -0.227 0.081 -0.033 -0.094
N -4.228 1.688 0.549 -0.169 0.028 -0.035
C -3.609 1.011 1.670 0.113 0.084 -0.016
B -2.049 0.879 1.549 -0.245 -0.001 0.134
O -1.435 0.529 0.378 0.109 0.024 -0.332
O -1.160 1.135 2.638 0.331 -0.056 -0.045
H -4.396 0.382 -1.025 0.024 0.031 0.037
H -5.737 1.190 -0.663 0.033 0.002 0.093
H -4.024 -0.013 1.803 -0.079 -0.010 0.063
H -3.819 1.545 2.629 -0.006 -0.085 -0.016
H -0.479 0.487 0.484 -0.035 -0.109 0.029
H -1.087 0.377 3.221 -0.158 0.069 0.144
C 3.679 -0.086 -1.033 -0.017 -0.017 -0.002
C 3.395 -1.491 -1.563 -0.002 0.014 0.004
C 2.206 -1.906 -0.702 0.006 0.010 -0.014
O 1.492 -0.710 -0.412 -0.010 0.056 0.072
C 2.268 0.431 -0.775 0.027 0.000 -0.021
H 4.235 0.541 -1.729 -0.001 -0.005 -0.014
H 4.241 -0.142 -0.098 -0.006 -0.004 0.007
H 3.102 -1.445 -2.614 -0.008 0.005 -0.002
H 4.238 -2.175 -1.472 0.008 0.006 0.011
H 2.538 -2.364 0.237 0.014 -0.005 -0.010
H 1.532 -2.601 -1.205 -0.007 -0.005 0.004
H 1.839 0.884 -1.674 0.010 0.004 -0.004
H 2.217 1.159 0.035 -0.011 0.000 0.004
```
Positions in Å, forces in eV/Å.

Properties
calculated total energy: -15210.6574 eV
HOMO level: -0.385 eV
LUMO level: 0.1001 Eh
ΔE to the lowest compared entry with this formula, charge and spin: 3.9 kJ/mol
gap between HOMO and LUMO: 3.11 eV
total charge: -1

Charges per atom according to Mulliken partitioning, unit e: -0.57, -0.65, -0.46, 0.49, -0.56, -0.58, 0.09, 0.24, 0.44, -0.02, 0.30, 0.27, -0.57, -0.53, -0.48, -0.34, -0.43, 0.33, 0.27, 0.27, 0.33, 0.26, 0.27, 0.30, 0.32

3 unconnected molecules or ions with the total composition C29H33Cl2FINO7P in a non-equilibrium geometry. Source: OMol25; level of theory: ωB97M-V with the def2-TZVPD basis set.

The geometry in XYZ format:
```
75
Properties=species:S:1:pos:R:3:forces:R:3
C 0.193 -2.060 4.442 -0.288 1.262 0.494
C 0.197 -0.449 3.989 1.021 -1.870 0.361
C -0.321 -0.406 2.448 -0.098 -2.187 2.304
P -0.277 1.260 1.496 -0.193 -2.600 -1.035
C -0.607 0.181 -0.089 0.171 -1.126 -3.225
C -1.670 -1.009 -0.082 -0.922 -2.018 -1.462
C -0.942 -2.510 -0.262 0.688 1.694 -2.041
I -2.266 -4.068 0.539 0.807 0.530 -0.275
C 0.054 2.307 3.033 2.586 3.242 2.365
O -1.001 2.526 4.010 -1.999 -1.629 -4.784
O -0.491 2.800 5.182 2.452 2.350 4.063
C 1.639 1.003 1.377 2.869 -0.398 -0.786
C 2.634 2.232 1.693 7.973 -1.723 3.494
O 3.830 1.901 2.274 -7.764 2.519 -3.732
F 2.571 3.676 1.424 -0.708 -3.824 0.321
C -0.047 2.715 0.260 -2.217 7.107 -0.476
Cl 1.088 2.689 -1.269 -1.521 -0.190 1.974
C -0.673 4.082 0.353 2.214 -2.224 -1.843
C -0.367 5.306 -0.752 0.696 -0.213 0.906
Cl -1.817 4.634 1.692 1.474 -0.846 -1.607
C -2.208 1.428 1.531 -7.646 0.537 0.527
C -3.216 0.979 2.788 -0.893 1.645 -3.810
C -4.807 1.157 2.580 1.378 0.480 -1.819
C -5.485 1.697 1.213 4.539 -0.717 1.453
N -4.605 2.076 0.089 1.615 -1.836 4.058
C -3.152 1.933 0.247 -0.448 -0.474 1.629
H -0.943 -2.364 4.502 2.337 0.236 -0.044
H 0.763 -2.731 3.670 -1.084 1.283 1.551
H 0.698 -2.095 5.521 -1.145 -0.320 -2.320
H -0.492 0.086 4.777 1.419 -0.712 -1.791
H 1.333 -0.111 4.126 -2.555 -0.405 -0.311
H -1.360 -0.922 2.580 1.642 1.105 -0.673
H 0.327 -1.214 1.852 -1.271 1.807 1.241
H 0.377 -0.363 -0.492 -1.760 1.254 0.870
H -0.924 0.865 -1.018 0.730 -1.409 2.088
H -2.334 -0.950 -1.079 1.317 0.043 2.234
H -2.442 -1.152 0.760 1.474 0.844 -1.107
H 0.157 -2.534 0.133 -2.276 -0.277 -0.259
H -0.867 -2.728 -1.434 -0.160 0.254 2.694
H 0.412 3.419 2.758 -0.764 -2.173 0.048
H 0.979 2.002 3.730 -1.891 -0.133 -1.802
H -0.148 3.745 5.130 -0.539 -1.285 0.012
H 2.021 0.101 2.067 -0.650 2.565 -1.209
H 2.025 0.631 0.310 -1.034 1.148 2.100
H 0.816 5.469 -0.770 -2.613 -0.523 -0.120
H -0.750 5.050 -1.827 0.763 0.312 2.137
H -0.820 6.325 -0.405 0.590 -2.136 -0.494
H -2.716 0.549 3.784 -1.516 1.153 -2.388
H -5.521 0.871 3.481 1.658 0.613 -2.083
H -6.667 1.782 1.101 3.005 -0.129 0.181
H -2.557 2.248 -0.743 -1.551 -0.704 2.485
C -1.171 -8.611 -2.367 0.366 0.276 0.127
C -0.515 -7.450 -2.267 -0.029 -0.494 0.096
C -1.064 -6.209 -2.848 0.489 0.974 0.141
O -0.463 -5.146 -2.759 -0.403 -0.812 -0.141
C -2.364 -6.299 -3.541 -0.397 -0.259 -0.156
C -3.020 -7.459 -3.640 0.069 0.458 -0.079
C -2.471 -8.701 -3.060 -0.422 -0.697 -0.043
O -3.071 -9.763 -3.149 0.356 0.600 0.038
H -0.782 -9.531 -1.947 -0.046 0.007 -0.016
H 0.439 -7.368 -1.762 -0.045 0.052 -0.012
H -2.753 -5.379 -3.960 0.041 0.004 0.050
H -3.974 -7.542 -4.146 0.029 -0.033 0.036
C 4.371 3.396 -5.114 0.435 0.055 -0.309
C 5.703 3.364 -5.225 -0.454 0.063 -0.206
C 6.562 3.083 -4.058 0.796 -0.047 0.080
O 7.781 3.056 -4.159 -0.674 0.028 -0.012
C 5.894 2.837 -2.765 -0.359 -0.022 0.167
C 4.562 2.869 -2.654 0.405 -0.082 0.253
C 3.703 3.150 -3.821 -1.020 0.004 0.186
O 2.484 3.177 -3.720 1.008 0.009 -0.334
H 3.726 3.601 -5.959 -0.021 -0.009 0.039
H 6.208 3.542 -6.167 0.021 -0.010 0.043
H 6.539 2.632 -1.919 -0.005 0.011 -0.032
H 4.057 2.691 -1.712 -0.051 0.021 -0.011
```
Positions in Å, forces in eV/Å.

Properties
calculated total energy: -91563.5105 eV
HOMO level: -5.342 eV
LUMO level: -0.0048 Eh
gap between HOMO and LUMO: 5.21 eV
total charge: -1

Charges per atom according to Mulliken partitioning, unit e: -1.11, -0.07, -0.85, 3.96, -1.25, -0.42, -0.90, -0.12, -1.88, 0.00, -0.52, -0.67, 0.45, -0.66, -0.26, -0.31, 0.03, -0.42, -1.03, -0.16, 0.00, -0.20, -0.46, -0.28, -0.59, -0.23, 0.25, 0.26, 0.34, 0.17, 0.26, 0.29, 0.12, 0.25, 0.21, 0.24, 0.40, 0.38, 0.46, 0.38, 0.53, 0.33, 0.21, 0.37, 0.21, 0.23, 0.34, 0.13, 0.22, 0.27, 0.14, -0.34, -0.32, 0.38, -0.54, -0.30, -0.33, 0.40, -0.57, 0.39, 0.42, 0.42, 0.40, -0.43, -0.43, 0.33, -0.57, -0.43, -0.16, 0.45, -0.51, 0.42, 0.39, 0.44, 0.47

7 unconnected molecules or ions with the total composition C24H40Br12FN3O2S2 in a non-equilibrium geometry. Source: OMol25; level of theory: ωB97M-V with the def2-TZVPD basis set.

The geometry in XYZ format:
```
84
Properties=species:S:1:pos:R:3:forces:R:3
N 3.266 -0.772 -2.734 9.383 6.425 5.403
C 4.232 -0.083 -2.165 -7.265 -3.826 -4.193
C 5.282 1.006 -1.533 -0.133 -0.808 -0.327
C 4.618 2.445 -1.107 0.068 1.028 -0.143
C 3.370 2.939 -2.051 -0.176 1.060 0.158
C 1.980 2.974 -1.147 0.201 1.037 -0.702
S 1.434 1.299 -0.512 -2.033 -0.383 -0.247
C -0.115 0.689 -1.419 -0.502 0.587 -0.929
S -0.223 1.058 -3.075 0.009 -0.797 2.483
N -1.108 -0.105 -0.601 1.009 1.704 -2.007
C -2.019 0.766 0.234 -0.417 0.998 0.937
C -3.511 1.019 -0.397 -0.966 0.885 0.753
O -4.132 -0.157 -1.026 2.213 0.841 -0.814
C -3.209 -0.529 -2.148 0.227 0.059 0.075
C -1.858 -1.135 -1.416 -0.754 -0.666 -0.210
C 6.065 0.257 -0.288 2.016 -0.524 0.073
O 7.469 -0.023 -0.739 -2.570 0.353 3.126
F 6.214 1.135 0.915 -0.795 -2.443 -2.928
C 5.379 -1.205 0.128 -5.263 -6.555 1.778
N 4.688 -2.283 0.380 6.619 9.912 -2.332
H 6.113 1.217 -2.364 -1.875 -0.736 1.885
H 5.489 3.256 -1.200 -1.769 -1.976 0.149
H 4.249 2.507 0.008 1.069 -0.606 -2.485
H 3.261 2.372 -3.069 0.087 0.816 2.140
H 3.599 4.075 -2.332 -0.564 -2.412 0.588
H 1.066 3.461 -1.711 1.974 -0.990 0.999
H 2.232 3.633 -0.185 -0.703 -1.508 -1.984
H -1.523 1.836 0.360 -0.969 -2.304 -0.173
H -2.150 0.299 1.314 0.317 0.795 -2.296
H -4.220 1.316 0.516 1.561 -0.745 -1.920
H -3.573 1.948 -1.138 0.465 -2.120 1.395
H -3.710 -1.308 -2.892 0.927 1.490 1.997
H -3.031 0.455 -2.755 0.046 -1.928 1.066
H -2.259 -1.944 -0.635 0.895 1.699 -1.745
H -1.097 -1.639 -2.149 -1.652 1.045 1.416
H 7.943 -0.213 0.145 -0.850 0.314 -1.999
Br 0.777 -4.311 -0.240 -0.073 -0.028 -0.061
C 1.298 -5.238 -1.874 0.173 -0.089 0.129
C 1.509 -4.265 -3.011 0.025 -0.024 -0.186
Br -0.194 -3.660 -3.746 0.134 -0.031 -0.013
H 0.526 -5.984 -2.079 0.168 0.236 0.016
H 2.233 -5.748 -1.625 -0.143 0.122 -0.089
H 2.022 -4.752 -3.845 -0.093 0.025 0.192
H 2.067 -3.371 -2.720 -0.148 -0.196 0.006
Br -1.515 -8.318 3.838 0.116 -0.076 -0.029
C 0.388 -8.067 3.492 -0.086 0.093 0.221
C 0.613 -7.277 2.224 0.230 0.001 -0.097
Br 0.344 -8.389 0.644 -0.045 0.121 0.036
H 0.843 -9.061 3.472 -0.106 0.270 -0.099
H 0.764 -7.517 4.360 -0.036 -0.029 -0.206
H 1.651 -6.939 2.159 -0.183 -0.054 0.063
H -0.052 -6.415 2.125 0.133 -0.259 0.071
Br 2.710 0.461 5.419 -0.056 -0.024 -0.027
C 2.563 -0.447 3.700 0.081 -0.071 0.080
C 3.630 0.025 2.739 -0.116 -0.130 -0.194
Br 3.186 1.773 1.997 0.249 0.091 1.107
H 1.545 -0.280 3.336 0.291 0.026 0.005
H 2.692 -1.509 3.928 -0.001 0.403 -0.176
H 3.693 -0.643 1.875 -0.169 0.123 0.293
H 4.618 0.114 3.197 -0.276 0.001 -0.031
Br -2.852 4.355 -2.128 0.003 0.120 -0.166
C -4.132 5.819 -2.271 0.239 0.102 0.105
C -5.314 5.604 -1.354 -0.260 0.170 -0.044
Br -6.547 4.285 -2.092 0.074 0.002 0.099
H -4.410 5.899 -3.326 -0.025 -0.060 0.305
H -3.575 6.713 -1.978 -0.163 -0.143 -0.006
H -5.902 6.522 -1.261 0.130 -0.120 -0.067
H -5.032 5.255 -0.357 0.027 0.056 -0.300
Br 2.797 -3.904 4.532 0.018 -0.244 0.102
C 4.073 -3.569 5.968 0.203 -0.117 -0.158
C 3.741 -4.386 7.195 -0.005 0.105 0.297
Br 2.242 -3.611 8.174 0.055 -0.123 -0.107
H 4.073 -2.491 6.151 -0.082 -0.248 0.050
H 5.044 -3.863 5.560 -0.171 0.005 0.107
H 4.576 -4.377 7.902 -0.101 0.033 -0.196
H 3.474 -5.421 6.969 0.077 0.293 -0.048
Br -8.731 8.360 -2.279 -0.074 -0.049 0.036
C -9.891 6.880 -2.797 0.222 -0.171 0.090
C -10.185 6.909 -4.279 -0.239 -0.085 -0.105
Br -11.516 8.269 -4.707 0.134 -0.025 -0.024
H -10.788 6.944 -2.175 0.182 0.034 -0.256
H -9.334 5.976 -2.532 -0.074 0.138 -0.109
H -10.631 5.964 -4.602 0.104 0.143 0.134
H -9.305 7.119 -4.893 -0.175 -0.035 0.257
```
Positions in Å, forces in eV/Å.

Properties
calculated total energy: -898990.6194 eV
HOMO level: -8.127 eV
LUMO level: -0.0061 Eh
ΔE to the lowest compared entry with this formula, charge and spin: 712.0 kJ/mol
gap between HOMO and LUMO: 7.96 eV
structure (SMILES): N#C[C@@H](CCCSC(=S)N1CCOCC1)[C@@](O)(F)C#N.BrCCBr.BrCCBr.BrCCBr.BrCCBr.BrCCBr.BrCCBr

Charges per atom according to Mulliken partitioning, unit e: -0.45, -0.09, 0.07, -0.16, -0.49, -0.63, 0.29, -0.50, -0.12, 0.18, -0.46, 0.12, -0.45, -0.25, -0.13, 1.10, -0.53, -0.31, -0.05, -0.48, 0.34, 0.44, -0.24, 0.30, 0.30, 0.33, 0.27, 0.19, 0.25, 0.28, -0.17, 0.27, 0.23, 0.22, -0.10, 0.38, -0.11, -0.64, -0.37, -0.14, 0.39, 0.33, 0.36, 0.21, -0.14, -0.47, -0.57, -0.15, 0.38, 0.28, 0.31, 0.34, -0.17, 0.55, -0.34, -0.08, 0.39, -0.58, -0.24, 0.53, -0.06, -0.61, -0.54, -0.13, 0.35, 0.34, 0.30, 0.38, -0.17, -0.57, -0.59, -0.12, 0.29, 0.40, 0.35, 0.36, -0.14, -0.41, -0.58, -0.14, 0.38, 0.17, 0.34, 0.36

A molecular structure, C17H22ClGeIrNO2S in a non-equilibrium geometry. Source: OMol25; level of theory: ωB97M-V with the def2-TZVPD basis set.

The geometry in XYZ format:
```
46
Properties=species:S:1:pos:R:3:forces:R:3
Ir 0.038 0.012 -1.452 -0.310 0.750 1.784
C -4.062 -0.296 0.090 0.136 0.017 -0.369
C -2.793 -0.961 -0.412 0.173 0.605 -0.712
O -2.211 -0.444 -1.386 -0.627 0.208 0.936
C -2.334 -2.150 0.261 0.761 -0.233 0.193
C -3.178 -2.884 1.108 -0.037 -0.119 0.016
C -2.762 -4.032 1.742 -0.581 0.031 0.154
C -1.444 -4.459 1.590 0.419 0.295 -0.268
C -0.569 -3.737 0.817 0.023 -0.569 0.098
C -0.976 -2.593 0.089 -0.421 0.729 -0.452
O -0.112 -2.037 -0.675 1.230 0.754 -0.699
H -4.138 0.684 -0.377 -0.002 -0.004 -0.027
H -4.044 -0.188 1.171 -0.012 -0.052 0.059
H -4.927 -0.892 -0.198 -0.139 -0.019 0.056
H -4.205 -2.569 1.232 -0.045 0.060 0.033
H -3.449 -4.602 2.354 -0.033 0.046 -0.006
H -1.112 -5.362 2.083 0.078 -0.038 0.076
H 0.459 -4.047 0.690 0.054 -0.014 0.000
S 0.028 1.403 0.938 0.214 -1.339 -0.444
C -0.694 2.583 -0.055 -0.078 -0.126 -0.117
C -1.160 3.823 0.410 -0.101 0.038 -0.200
C -1.854 4.632 -0.458 -0.011 -0.108 -0.032
C -2.065 4.210 -1.771 0.014 -0.012 0.080
C -1.516 3.006 -2.171 -0.193 0.149 -0.384
N -0.837 2.225 -1.344 1.074 -0.778 0.056
H -0.985 4.091 1.440 -0.014 0.010 0.069
H -2.257 5.579 -0.121 0.010 0.067 0.028
H -2.641 4.808 -2.460 0.018 0.004 -0.115
H -1.626 2.645 -3.185 0.102 -0.105 -0.058
Cl -0.067 0.399 -3.831 0.163 -0.820 0.535
C 2.667 -0.582 1.879 0.053 0.156 -0.518
Ge 3.320 0.063 0.112 0.351 0.181 0.279
C 3.740 2.010 0.242 -0.120 -0.453 -0.004
C 5.131 -0.828 -0.073 -0.642 0.257 -0.032
C 2.212 -0.329 -1.454 -1.539 0.689 0.031
H 3.340 -0.253 2.665 0.168 0.070 0.076
H 2.616 -1.666 1.901 0.027 -0.223 -0.062
H 1.678 -0.197 2.092 -0.127 0.035 0.052
H 4.411 2.210 1.076 0.081 -0.057 0.118
H 2.838 2.595 0.383 -0.200 0.013 0.019
H 4.228 2.351 -0.667 0.078 -0.004 -0.181
H 5.798 -0.505 0.723 0.021 0.091 0.142
H 5.596 -0.582 -1.024 0.039 0.063 -0.174
H 5.035 -1.909 -0.014 -0.061 -0.162 -0.001
H 2.238 -1.405 -1.641 -0.028 -0.077 -0.035
H 2.644 0.179 -2.319 0.030 -0.009 -0.001
```
Positions in Å, forces in eV/Å.

Properties
calculated total energy: -106285.3931 eV
HOMO level: -4.455 eV
LUMO level: 0.1021 Eh
ΔE to the lowest compared entry with this formula, charge and spin: 235.4 kJ/mol
gap between HOMO and LUMO: 7.23 eV
total charge: -1

Charges per atom according to Mulliken partitioning, unit e: 1.21, -1.56, 1.07, -0.75, 0.44, -0.58, -0.73, -0.38, -0.43, 0.31, -0.88, 0.33, 0.40, 0.44, 0.31, 0.36, 0.36, 0.41, -0.51, 0.72, -0.86, -0.16, -0.81, -0.22, -0.31, 0.40, 0.37, 0.40, 0.35, -0.60, -1.06, 0.45, -1.01, -1.26, -0.88, 0.37, 0.30, 0.30, 0.36, 0.23, 0.36, 0.35, 0.37, 0.35, 0.32, 0.37

Among the records above, which one has the lowest calculated total energy? C24H40Br12FN3O2S2

What is the formula in the fourth record? C17H22ClGeIrNO2S

Which of these has the highest LUMO level? C17H22ClGeIrNO2S

Among the records above, which one has the lowest HOMO level? C24H40Br12FN3O2S2